Entry from the Open Molecules 2025 dataset: C22H25Cl5IN6OReS as an isolated structure (ωB97M-V with the def2-TZVPD basis set).

Each line ends with the Löwdin spin population.
Cartesian coordinates (Å):
Re1 0.97632 -0.09954 -1.23786  0.885
I1 2.68668 1.23801 -7.08181  0.001
Cl1 1.29394 -0.24453 4.90968  -0.003
Cl2 4.32932 0.25457 4.49841  0.010
Cl3 3.46245 0.34893 -0.86526  -0.002
Cl4 -0.69317 0.30483 2.38129  -0.012
Cl5 5.44042 0.65404 1.57861  -0.005
S1 -1.13907 -1.02582 -1.34427  -0.048
O1 1.74725 -2.07981 -1.51428  0.015
N1 0.97777 0.03046 -3.37380  0.003
N2 -2.83426 -1.90979 0.48859  -0.012
N3 -1.36425 -0.25348 1.16616  0.017
N4 -1.33360 6.99571 -0.70255  0.005
N5 0.11997 -0.53836 -4.25814  0.001
N6 0.46864 1.96725 -1.17475  0.004
C1 -0.93211 3.74213 -1.96940  -0.001
C2 2.92312 0.13074 0.80626  0.018
C3 -1.83476 -1.10479 0.26173  -0.003
C4 1.10577 -0.03028 2.18126  0.021
C5 0.47242 -0.27526 -5.52331  0.032
C6 3.28812 0.18567 3.16149  0.021
C7 -3.55760 -2.07228 1.76070  -0.001
C8 -0.42965 4.59586 -0.99415  0.009
C9 1.54876 -0.13637 0.87604  -0.006
C10 1.91670 0.01806 3.32849  -0.002
C11 1.62199 0.49682 -5.48803  0.007
C12 -1.00329 1.15757 3.63033  -0.034
C13 1.28124 -4.39986 -0.88255  0.000
C14 2.05908 -3.15517 -0.54751  0.004
C15 -0.92722 5.93292 -0.85387  0.001
C16 -0.46201 2.44691 -2.02566  0.007
C17 0.97783 2.81640 -0.25374  0.012
C18 0.56360 4.12210 -0.13537  -0.002
C19 1.89381 0.65684 -4.13379  0.013
C20 -1.94587 1.81472 4.49062  -0.007
C21 -4.11667 -3.47889 1.87073  0.000
C22 3.80466 0.30793 1.85278  -0.006
H1 -3.10703 1.36854 0.02269  0.059
H2 -1.45948 2.55974 5.11825  0.000
H3 -4.60135 -3.60181 2.83732  0.000
H4 -0.10398 -0.64215 -6.35799  0.001
H5 1.76919 2.43319 0.37445  0.000
H6 1.46501 -5.15426 -0.11741  0.000
H7 -2.30483 1.00609 5.15988  -0.003
H8 1.62202 -2.47210 -2.38885  0.002
H9 0.20947 -4.20023 -0.91803  0.000
H10 3.13538 -3.31167 -0.59609  0.000
H11 -4.86887 -3.66401 1.10336  0.000
H12 -0.95631 -0.77155 3.23127  0.001
H13 -0.84120 1.76107 -2.76817  0.001
H14 -1.68181 4.07618 -2.67270  0.000
H15 -0.51848 1.50532 1.69334  -0.002
H16 2.70446 1.20294 -3.67686  0.000
H17 -0.69117 -1.04691 -3.94029  0.000
H18 1.60118 -4.82685 -1.83473  0.000
H19 -2.85123 -1.86601 2.56579  0.000
H20 -3.19470 -2.42340 -0.30850  0.000
H21 1.79618 -2.74536 0.42429  0.000
H22 -3.32939 -4.22758 1.78676  0.000
H23 1.01526 4.77103 0.60199  0.000
H24 -4.35543 -1.32723 1.79915  -0.001
H25 -2.83928 2.18275 3.97801  -0.001

Cartesian forces (eV/Å) of the 6 atoms listed first:
Re -1.344 -0.366 0.128
I -0.002 0.001 0.000
Cl 0.041 0.049 -0.050
Cl -0.016 0.007 -0.025
Cl -0.119 -0.012 -0.063
Cl -0.442 -0.676 -0.373

The LUMO energy (alpha / beta) comes out at -0.42689 / -0.41435 Eh. For the electronic energy, the calculation gives -117838.8045 eV. Its relative energy (zero: lowest compared OMol25 entry of this formula, charge and spin) is 479.3 kcal/mol. Its expectation value of S² is 0.794. Its spin multiplicity is 2. Its charge is +3. For the HOMO energy (alpha / beta), the calculation gives -15.50 / -15.04 eV. The value obtained for the frontier orbital gap (alpha / beta) is 3.9 / 3.8 eV.

Entry from the Open Molecules 2025 dataset: C22H25ClEuNO as an isolated structure (ωB97M-V with the def2-TZVPD basis set).

Each line ends with the natural charge from an NBO analysis.
Cartesian coordinates (Å):
Eu1 1.43616 -1.75901 0.55944  1.103
Cl1 1.42412 -4.06066 -0.40357  -0.656
O1 -0.06154 -1.76665 -3.20434  -0.562
N1 -1.77419 -0.47718 -2.25802  -0.685
C1 1.62008 0.78151 -1.89426  -0.026
C2 -2.88415 1.33522 -0.43967  -0.252
C3 2.66527 1.10904 0.48125  -0.335
C4 2.68506 0.56057 -0.83587  -0.140
C5 -4.29792 0.47611 1.82711  -0.203
C6 3.58050 0.37203 1.27753  -0.327
C7 -3.80352 -0.45599 0.91733  -0.228
C8 0.30622 -2.12643 3.11276  -0.389
C9 -3.39818 2.27471 0.46755  -0.207
C10 0.78627 0.13037 2.98604  -0.302
C11 -2.43803 -1.06571 -1.07411  -0.259
C12 4.17983 -0.63618 0.46412  -0.358
C13 0.99190 2.17402 -1.82210  -0.609
C14 2.15388 0.51214 -3.30628  -0.610
C15 -4.09461 1.84410 1.60232  -0.227
C16 -0.78183 -1.47142 2.45312  -0.383
C17 -3.06419 -0.02758 -0.18885  0.056
C18 0.57351 -0.31192 -1.49418  -0.523
C19 1.28873 -1.12934 3.42493  -0.363
C20 -0.45243 -0.87976 -2.45531  0.711
C21 3.63869 -0.51711 -0.84879  -0.392
C22 -0.47975 -0.07825 2.38087  -0.362
H1 4.93840 -1.35295 0.78082  0.211
H2 0.43853 2.34577 -0.88767  0.214
H3 2.05964 1.96249 0.79106  0.209
H4 1.21354 -1.24675 -1.44770  0.234
H5 3.89035 -1.12815 -1.71951  0.219
H6 3.80165 0.56891 2.32509  0.207
H7 -2.34794 1.64697 -1.33951  0.235
H8 1.39558 0.79409 -4.04759  0.194
H9 -1.71361 -1.93736 2.13062  0.203
H10 -3.25219 3.33897 0.27940  0.209
H11 -1.14675 0.70312 2.01417  0.210
H12 -4.48592 2.56817 2.32009  0.209
H13 3.05000 1.12337 -3.48862  0.215
H14 2.40342 -0.54587 -3.46118  0.228
H15 1.78131 2.93679 -1.90936  0.216
H16 0.37248 -3.19436 3.33485  0.219
H17 -3.96476 -1.52966 1.04606  0.210
H18 1.26453 1.09960 3.12953  0.206
H19 -3.20892 -1.77640 -1.41596  0.209
H20 -1.72255 -1.67046 -0.48295  0.226
H21 0.05646 0.00121 -0.55712  0.247
H22 -2.32230 -0.64738 -3.09650  0.383
H23 0.29631 2.30841 -2.66366  0.195
H24 2.24198 -1.29802 3.93177  0.212
H25 -4.83914 0.12287 2.70485  0.212

Cartesian forces (eV/Å) of the 6 atoms listed first:
Eu 1.037 1.965 3.106
Cl -0.062 -1.595 -0.690
O -1.224 1.296 -0.337
N -0.557 -0.203 -0.777
C -0.237 -0.258 0.121
C -0.241 0.076 0.465

The LUMO energy (alpha / beta) comes out at 0.10200 / 0.10197 Eh. For the electronic energy, the calculation gives -58611.1076 eV. Its relative energy (zero: lowest compared OMol25 entry of this formula, charge and spin) is 0.0 kcal/mol. Its expectation value of S² is 15.760. Its spin multiplicity is 8. Its charge is -1. For the HOMO energy (alpha / beta), the calculation gives -3.60 / -4.02 eV. The value obtained for the frontier orbital gap (alpha / beta) is 6.4 / 6.8 eV.

Entry from the Open Molecules 2025 dataset: C22H25ClN2OPSTl as an isolated structure (ωB97M-V with the def2-TZVPD basis set).

Each line ends with the Mulliken charge.
Cartesian coordinates (Å):
Tl1 -1.21924 -2.03210 0.73014  0.678
Cl1 1.37008 -2.12238 0.95276  -0.553
S1 -0.22914 0.11064 2.13966  -0.151
P1 0.02322 0.17484 -2.54362  0.889
O1 -0.45148 2.48246 -0.14048  -0.159
N1 0.92876 -0.92343 4.38725  -0.011
N2 -1.23017 -0.07268 4.64684  -0.332
C1 1.24798 -1.03699 -3.15986  0.426
C2 1.08970 -1.23353 5.81898  -0.956
C3 1.80355 1.96744 -3.82330  -0.432
C4 -1.81378 0.36940 -4.70007  0.082
C5 -0.15028 -0.35204 3.87040  0.579
C6 1.23772 4.28515 -4.27416  -0.506
C7 -3.00315 0.04360 -5.35473  -0.745
C8 -0.55316 1.34869 -0.32392  0.139
C9 1.06672 -1.76294 -4.34501  -0.342
C10 2.14990 3.22564 -4.32083  -0.627
C11 0.52010 1.75796 -3.29015  0.444
C12 -1.14309 0.82880 5.81359  -0.905
C13 -0.03329 4.08407 -3.72302  -0.807
C14 3.27768 -2.72384 -4.10403  -0.495
C15 -1.49836 -0.22111 -3.46736  0.307
C16 3.44028 -2.05147 -2.88466  -0.639
C17 -0.39141 2.83085 -3.22911  -0.248
C18 -2.37831 -1.17542 -2.91346  0.073
C19 2.42240 -1.23181 -2.39868  -0.143
C20 -3.57998 -1.47259 -3.55824  -0.656
C21 2.08420 -2.59045 -4.81699  -0.689
C22 -3.89410 -0.86638 -4.78300  -0.487
H1 -4.27580 -2.18439 -3.10441  0.414
H2 -3.23268 0.50450 -6.31176  0.429
H3 2.52045 1.14488 -3.86247  0.365
H4 -1.13466 1.08685 -5.15864  0.466
H5 1.71420 -2.12621 5.92178  0.345
H6 -1.63577 0.32357 6.65248  0.329
H7 -2.09526 0.09796 4.13188  0.321
H8 -4.83183 -1.11522 -5.28577  0.407
H9 0.10799 -1.45466 6.25341  0.392
H10 2.51893 -0.75180 -1.41855  0.368
H11 4.35904 -2.15985 -2.30558  0.425
H12 4.08421 -3.34884 -4.48902  0.404
H13 -1.76113 -3.49562 -0.11835  -0.094
H14 -1.67653 1.77110 5.60709  0.311
H15 1.67356 -1.15491 3.72633  0.256
H16 -1.39684 2.68055 -2.82608  0.418
H17 -2.11495 -1.68711 -1.97366  -0.247
H18 0.12991 -1.66907 -4.89712  0.390
H19 -1.35338 0.87928 2.31669  0.230
H20 1.58113 -0.41029 6.36344  0.334
H21 -0.74924 4.90631 -3.67386  0.414
H22 1.93886 -3.14101 -5.74356  0.415
H23 3.14344 3.37988 -4.74739  0.417
H24 -0.10002 1.05539 6.07056  0.350
H25 1.51522 5.27044 -4.66231  0.406

Cartesian forces (eV/Å) of the 6 atoms listed first:
Tl -0.025 -0.844 -0.572
Cl -0.254 -0.074 0.092
S -0.017 0.833 1.764
P 0.550 -0.253 -3.855
O -0.222 -3.228 -0.651
N -0.681 0.717 -0.819

The LUMO energy (alpha / beta) comes out at -0.26139 / -0.32073 Eh. For the electronic energy, the calculation gives -65568.8726 eV. Its relative energy (zero: lowest compared OMol25 entry of this formula, charge and spin) is 20.3 kcal/mol. Its charge is +2. For the HOMO energy (alpha / beta), the calculation gives -14.15 / -13.22 eV. The value obtained for the frontier orbital gap (alpha / beta) is 7.0 / 4.5 eV.

Entry from the Open Molecules 2025 dataset: an isolated ion of composition C22H25ClNO2 and charge +1 (ωB97M-V with the def2-TZVPD basis set).

Each line ends with the natural charge from an NBO analysis.
Cartesian coordinates (Å):
Cl1 4.63898 -3.83825 1.17546  0.038
O1 -1.08518 -0.26634 1.40931  -0.550
O2 -4.62423 -0.88467 -2.29302  -0.752
N1 -2.66384 -0.36126 -0.70275  -0.547
C1 -1.48922 3.59487 -1.50055  -0.244
C2 -3.47153 -0.45450 -2.98957  -0.083
C3 -1.00754 -0.04565 -2.56049  -0.636
C4 -0.94929 4.74252 -2.01254  -0.176
C5 2.86588 -2.70178 2.86374  -0.210
C6 -0.52355 0.89606 0.91666  0.286
C7 -1.28569 1.59844 -0.00570  -0.068
C8 0.82309 -1.65302 2.13716  -0.094
C9 0.75098 1.34521 1.29394  -0.290
C10 3.17725 -3.00316 1.54451  -0.037
C11 0.51557 3.24393 -0.18344  -0.100
C12 1.25210 2.49289 0.75106  -0.119
C13 1.14618 -1.96561 0.82455  -0.155
C14 -2.25854 -0.76913 -2.09271  0.121
C15 -2.03746 -2.27963 -2.03904  -0.632
C16 2.31826 -2.63345 0.52117  -0.236
C17 1.69555 -2.02768 3.15298  -0.191
C18 -0.45939 -0.93855 2.49197  -0.082
C19 0.33000 5.16914 -1.62997  -0.211
C20 -0.77995 2.79975 -0.57118  0.040
C21 1.04517 4.43143 -0.73103  -0.150
C22 -2.66602 1.08102 -0.32613  -0.257
H1 -1.73696 -2.64746 -3.01564  0.243
H2 2.23210 2.83946 1.04003  0.227
H3 -3.13982 1.65126 -1.12026  0.230
H4 1.45544 -1.79032 4.17853  0.222
H5 -3.52782 0.62160 -3.20104  0.178
H6 -5.38390 -0.88868 -2.88277  0.507
H7 -2.06362 -0.81521 0.01072  0.466
H8 -2.48371 3.31971 -1.81724  0.198
H9 2.02945 4.74532 -0.41863  0.222
H10 2.56548 -2.86828 -0.50157  0.232
H11 -3.62683 -0.72264 -0.62792  0.460
H12 -3.28732 1.16796 0.57088  0.241
H13 1.33713 0.78318 2.00144  0.241
H14 3.53824 -2.99086 3.65509  0.240
H15 -1.51464 5.33163 -2.71837  0.226
H16 -1.25234 -2.53747 -1.33213  0.219
H17 -3.35844 -0.98129 -3.94124  0.202
H18 -0.17754 -0.22504 -1.88242  0.231
H19 -1.16008 1.02610 -2.64190  0.231
H20 -0.72577 -0.41790 -3.54161  0.243
H21 -0.29141 -0.24037 3.31970  0.203
H22 -2.95346 -2.79220 -1.75425  0.235
H23 -1.20827 -1.67088 2.81611  0.217
H24 0.48531 -1.67571 0.01994  0.191
H25 0.73613 6.07773 -2.04518  0.230

Cartesian forces (eV/Å) of the 6 atoms listed first:
Cl 0.105 -0.054 -0.021
O 0.014 0.313 -0.248
O -0.128 -0.084 0.014
N -0.193 -0.306 0.241
C -0.108 0.112 -0.143
C 0.325 0.267 -0.072

The LUMO energy comes out at -0.09331 Eh. For the electronic energy, the calculation gives -41322.0774 eV. The SMILES is CC(C)(CO)[NH2+]Cc1c(OCc2ccc(Cl)cc2)ccc2ccccc12. Its charge is +1. For the HOMO energy, the calculation gives -11.12 eV. The value obtained for the frontier orbital gap is 8.6 eV.

- The highest electronic energy belongs to which entry?
  C22H25ClNO2